[1]
{"formula": "C40H31N6O3PtSSe", "method": "the ωB97M-V functional and the def2-TZVPD basis", "e_above_lowest_kj_mol": 88.6, "spin_multiplicity": 2, "e_tot_ha": -5015.964475, "fmax_ev_per_a": 0.7, "homo_energy_ev": [-7.17, -7.16], "orbital_gap_ha": [0.2214, 0.2078], "species": ["Pt", "O", "N", "C", "C", "C", "C", "C", "S", "H", "H", "H", "H", "N", "C", "C", "C", "C", "C", "C", "C", "C", "C", "C", "C", "C", "N", "C", "C", "C", "C", "N", "H", "H", "H", "H", "H", "H", "H", "H", "H", "H", "C", "O", "C", "C", "C", "C", "C", "C", "N", "C", "C", "C", "C", "C", "C", "C", "O", "H", "H", "H", "H", "H", "H", "H", "H", "H", "H", "H", "H", "H", "Se", "C", "C", "C", "N", "C", "C", "H", "H", "H", "H"], "positions_angstrom": [[-1.079, 0.096, 0.354], [1.029, -0.743, 2.490], [1.310, 0.277, 3.224], [2.334, 0.164, 4.118], [2.685, 1.174, 4.974], [1.963, 2.362, 4.937], [0.937, 2.476, 4.028], [0.603, 1.444, 3.140], [-0.697, 1.749, 2.017], [2.825, -0.796, 4.081], [3.506, 1.026, 5.662], [2.201, 3.179, 5.607], [0.346, 3.381, 3.965], [-4.828, -9.494, -0.570], [-4.387, -8.441, -0.441], [-3.840, -7.114, -0.287], [-2.653, -6.768, -0.926], [-2.154, -5.483, -0.806], [-2.822, -4.523, -0.046], [-3.990, -4.894, 0.617], [-4.503, -6.173, 0.494], [-2.317, -3.127, 0.052], [-2.164, -2.591, 1.318], [-2.266, -3.309, 2.549], [-2.033, -2.413, 3.551], [-1.785, -1.171, 2.924], [-1.839, -1.265, 1.607], [-2.020, -2.452, -1.140], [-2.145, -2.930, -2.471], [-1.682, -1.930, -3.296], [-1.311, -0.862, -2.456], [-1.536, -1.157, -1.180], [-2.124, -7.509, -1.510], [-1.212, -5.227, -1.272], [-4.516, -4.158, 1.210], [-5.422, -6.447, 0.995], [-2.452, -4.365, 2.651], [-2.021, -2.606, 4.612], [-1.611, -0.220, 3.395], [-2.558, -3.878, -2.775], [-1.599, -1.956, -4.372], [-0.936, 0.108, -2.735], [-5.379, -0.240, -2.569], [-4.433, 0.818, -2.481], [-4.116, 1.267, -1.240], [-4.664, 0.805, -0.057], [-4.321, 1.416, 1.141], [-3.447, 2.491, 1.157], [-2.873, 2.929, -0.026], [-3.189, 2.306, -1.218], [-2.694, 2.732, -2.475], [-1.658, 3.499, -2.740], [-0.479, 3.645, -2.032], [0.315, 4.804, -2.317], [1.483, 5.031, -1.681], [1.948, 4.076, -0.727], [1.259, 2.936, -0.460], [0.026, 2.644, -1.123], [-0.523, 1.509, -1.074], [-5.542, -0.414, -3.628], [-6.322, 0.038, -2.095], [-4.985, -1.149, -2.111], [-5.356, -0.025, -0.061], [-4.742, 1.043, 2.066], [-3.198, 2.983, 2.087], [-2.188, 3.768, -0.025], [-3.255, 2.428, -3.262], [-1.766, 4.080, -3.656], [-0.055, 5.521, -3.045], [2.065, 5.915, -1.904], [2.889, 4.248, -0.219], [1.660, 2.181, 0.198], [1.698, -1.061, -0.922], [2.653, -0.549, -2.485], [3.468, -1.473, -3.140], [4.193, -1.065, -4.249], [4.151, 0.172, -4.748], [3.360, 1.045, -4.123], [2.604, 0.742, -3.001], [3.532, -2.493, -2.784], [4.836, -1.767, -4.770], [3.339, 2.049, -4.537], [1.993, 1.505, -2.535]], "lowdin_spin": [0.04, 0.00, 0.00, 0.00, 0.00, 0.00, 0.00, 0.00, 0.00, 0.00, 0.00, 0.00, 0.00, 0.00, 0.00, 0.00, 0.00, 0.00, 0.00, 0.00, 0.00, 0.00, 0.00, 0.00, 0.00, 0.00, 0.00, 0.00, 0.00, 0.00, 0.02, 0.03, 0.00, 0.00, 0.00, 0.00, 0.00, 0.00, 0.00, 0.00, 0.00, 0.00, 0.00, 0.00, 0.00, 0.00, 0.00, 0.00, 0.00, 0.00, 0.00, 0.00, 0.00, 0.00, 0.00, 0.00, 0.00, 0.00, 0.01, 0.00, 0.00, 0.00, 0.00, 0.00, 0.00, 0.00, 0.00, 0.00, 0.00, 0.00, 0.00, 0.00, 0.72, 0.07, 0.04, 0.00, 0.04, -0.01, 0.03, 0.00, 0.00, 0.00, 0.00]}

---

[2]
{"formula": "H21O10", "method": "the ωB97M-V functional and the def2-TZVPD basis", "e_above_lowest_kj_mol": 19.8, "spin_multiplicity": 1, "total_charge": 1, "e_tot_ha": -764.776283, "fmax_ev_per_a": 0.9, "homo_energy_ev": -14.23, "orbital_gap_ha": 0.4120, "species": ["O", "H", "H", "H", "O", "H", "H", "O", "H", "H", "O", "H", "H", "O", "H", "H", "O", "H", "H", "O", "H", "H", "O", "H", "H", "O", "H", "H", "O", "H", "H"], "positions_angstrom": [[12.048, -17.436, -6.955], [12.244, -17.352, -5.976], [11.416, -18.187, -7.094], [12.925, -17.497, -7.441], [14.566, -17.407, -7.865], [14.931, -16.522, -7.999], [15.303, -18.010, -8.019], [12.134, -20.214, -7.040], [12.600, -20.336, -6.205], [12.807, -20.396, -7.723], [12.133, -17.492, -9.907], [12.435, -17.030, -10.700], [11.165, -17.585, -10.024], [10.374, -17.537, -4.262], [9.445, -17.552, -3.990], [10.744, -16.766, -3.813], [13.243, -17.728, -4.559], [13.010, -18.536, -4.083], [14.057, -17.417, -4.144], [9.279, -17.858, -6.929], [8.976, -16.941, -6.993], [9.409, -18.013, -5.977], [13.457, -19.867, -9.532], [13.870, -20.249, -10.314], [12.950, -19.084, -9.856], [10.330, -15.134, -7.858], [11.273, -14.967, -7.952], [9.971, -14.312, -7.500], [9.255, -17.887, -9.868], [9.382, -17.884, -8.904], [9.200, -18.823, -10.102]], "nbo_charge": [-0.83, 0.56, 0.59, 0.57, -0.96, 0.49, 0.51, -0.98, 0.47, 0.51, -1.00, 0.49, 0.51, -0.97, 0.49, 0.49, -0.97, 0.50, 0.51, -0.98, 0.50, 0.49, -1.01, 0.48, 0.50, -0.95, 0.47, 0.48, -0.96, 0.49, 0.48]}

---

[3]
{"formula": "C5H10O2P", "method": "the ωB97M-V functional and the def2-TZVPD basis", "e_above_lowest_kj_mol": 427.9, "spin_multiplicity": 1, "total_charge": -1, "e_tot_ha": -688.263577, "fmax_ev_per_a": 3.5, "homo_energy_ev": [-4.89, -4.04], "orbital_gap_ha": [0.3102, 0.2685], "species": ["C", "C", "C", "C", "C", "O", "O", "P", "H", "H", "H", "H", "H", "H", "H", "H", "H", "H"], "positions_angstrom": [[-0.145, -0.511, 0.938], [-0.057, -0.809, -0.316], [0.318, -1.347, 2.110], [-0.233, 0.950, 1.344], [-0.208, 1.392, -2.306], [1.096, -2.460, -2.235], [-0.712, -3.514, -0.758], [-0.175, -2.308, -1.500], [0.373, -2.344, 1.678], [-0.440, -1.405, 2.886], [1.296, -1.066, 2.369], [0.497, 1.404, 0.734], [-0.031, 0.916, 2.499], [-1.204, 1.300, 1.092], [0.842, 1.416, -2.224], [-0.728, 0.668, -2.837], [-0.737, 1.925, -1.602], [-1.327, -1.962, -2.357]], "nbo_charge": [-0.17, -0.21, -0.65, -0.63, -0.52, -1.16, -1.17, 1.97, 0.24, 0.20, 0.21, 0.22, 0.19, 0.21, 0.17, 0.17, 0.15, -0.21]}

---

[4]
{"formula": "C2H6IO2", "method": "the ωB97M-V functional and the def2-TZVPD basis", "e_above_lowest_kj_mol": 26.6, "spin_multiplicity": 2, "e_tot_ha": -527.912659, "fmax_ev_per_a": 3.9, "homo_energy_ev": [-10.10, -10.10], "orbital_gap_ha": [0.3986, 0.2370], "species": ["I", "C", "C", "O", "O", "H", "H", "H", "H", "H", "H"], "positions_angstrom": [[0.709, 3.754, -2.211], [-0.152, -1.013, 1.024], [-0.428, -0.335, -0.424], [0.764, 0.270, -0.949], [0.451, -0.180, 1.892], [0.452, -1.918, 0.960], [-1.106, -1.390, 1.392], [-1.159, 0.429, -0.161], [-0.891, -0.984, -1.168], [0.583, 0.820, -1.715], [0.778, 0.548, 1.359]], "nbo_charge": [0.00, -0.06, -0.10, -0.75, -0.70, 0.15, 0.16, 0.16, 0.17, 0.48, 0.48]}

---

[5]
{"formula": "C19H16INOPRuSe2Te2", "method": "the ωB97M-V functional and the def2-TZVPD basis", "e_above_lowest_kj_mol": 1.1, "spin_multiplicity": 2, "e_tot_ha": -6936.544978, "fmax_ev_per_a": 0.1, "homo_energy_ev": [-7.16, -7.19], "orbital_gap_ha": [0.2448, 0.1868], "species": ["Ru", "Se", "Te", "Te", "Se", "O", "N", "C", "C", "C", "C", "C", "C", "C", "P", "C", "C", "C", "C", "C", "C", "C", "C", "C", "C", "C", "C", "H", "H", "H", "H", "H", "H", "H", "H", "H", "H", "H", "H", "H", "H", "H", "H", "I"], "positions_angstrom": [[-0.772, -2.340, -1.213], [-2.013, -1.511, -3.135], [-4.420, -1.165, -2.715], [-4.558, -1.325, -0.052], [-2.511, -2.654, 0.414], [0.418, -4.734, -0.092], [0.383, -3.368, 0.147], [0.891, -3.082, 1.276], [1.092, -1.743, 1.825], [1.784, -1.715, 3.042], [2.152, -0.525, 3.635], [1.847, 0.674, 3.003], [1.162, 0.657, 1.802], [0.753, -0.535, 1.206], [-0.169, -0.412, -0.375], [0.997, 0.626, -1.331], [2.074, -0.022, -1.933], [3.049, 0.703, -2.599], [2.961, 2.086, -2.670], [1.901, 2.740, -2.061], [0.925, 2.017, -1.390], [-1.516, 0.748, 0.042], [-2.162, 1.419, -0.995], [-3.192, 2.308, -0.726], [-3.597, 2.525, 0.583], [-2.979, 1.839, 1.618], [-1.947, 0.952, 1.351], [0.499, -4.787, -1.069], [1.290, -3.913, 1.850], [2.043, -2.654, 3.515], [2.686, -0.531, 4.576], [2.143, 1.618, 3.442], [0.928, 1.596, 1.316], [2.141, -1.100, -1.894], [3.873, 0.182, -3.069], [3.718, 2.654, -3.196], [1.827, 3.819, -2.106], [0.112, 2.548, -0.914], [-1.852, 1.251, -2.019], [-3.680, 2.826, -1.542], [-4.399, 3.220, 0.795], [-3.303, 1.991, 2.640], [-1.483, 0.413, 2.167], [0.908, -3.298, -3.148]], "nbo_charge": [-0.17, -0.18, 0.24, 0.18, -0.29, -0.56, -0.07, 0.07, 0.00, -0.19, -0.20, -0.19, -0.18, -0.38, 1.32, -0.30, -0.20, -0.21, -0.20, -0.20, -0.24, -0.41, -0.20, -0.22, -0.20, -0.23, -0.13, 0.50, 0.21, 0.22, 0.22, 0.22, 0.23, 0.24, 0.22, 0.22, 0.21, 0.22, 0.23, 0.22, 0.22, 0.22, 0.22, -0.47]}

---

[6]
{"formula": "C24H45LaNO2P2", "method": "the ωB97M-V functional and the def2-TZVPD basis", "spin_multiplicity": 1, "total_charge": 1, "e_tot_ha": -1860.542168, "fmax_ev_per_a": 13.1, "homo_energy_ev": [-10.03, -10.03], "orbital_gap_ha": [0.1846, 0.1845], "species": ["La", "C", "C", "C", "C", "C", "C", "H", "H", "H", "C", "H", "H", "H", "C", "H", "H", "H", "C", "H", "H", "H", "C", "H", "H", "H", "C", "C", "C", "C", "C", "C", "C", "C", "H", "H", "H", "H", "H", "H", "H", "H", "H", "H", "H", "H", "P", "C", "H", "H", "H", "C", "H", "H", "H", "C", "H", "H", "H", "P", "C", "H", "H", "H", "C", "H", "H", "H", "C", "H", "H", "H", "O", "N", "O"], "positions_angstrom": [[0.972, 0.076, 0.373], [-0.327, -0.174, 3.155], [0.865, 0.627, 3.098], [-0.918, 1.893, 2.337], [-1.421, 0.629, 2.732], [0.495, 1.920, 2.583], [-0.407, -1.594, 3.587], [0.560, -2.111, 3.496], [-1.137, -2.167, 2.990], [-0.718, -1.689, 4.642], [-2.844, 0.209, 2.632], [-2.986, -0.823, 2.970], [-3.218, 0.273, 1.595], [-3.517, 0.843, 3.238], [-1.727, 2.963, 1.705], [-2.400, 3.465, 2.419], [-2.358, 2.546, 0.905], [-1.103, 3.742, 1.253], [1.424, 3.048, 2.276], [1.991, 3.358, 3.168], [0.866, 3.929, 1.929], [2.172, 2.825, 1.490], [2.238, 0.150, 3.446], [2.318, -0.081, 4.521], [3.010, 0.903, 3.225], [2.536, -0.778, 2.918], [1.215, -1.566, -1.341], [1.631, -2.132, -0.135], [3.099, -2.228, 0.258], [3.964, -0.929, 0.374], [3.349, 0.452, 0.153], [2.759, 0.825, -1.055], [3.065, -0.001, -2.298], [2.125, -1.219, -2.507], [3.604, -2.885, -0.465], [4.798, -1.068, -0.329], [3.160, -2.752, 1.224], [2.732, -2.090, -2.806], [0.132, -1.544, -1.603], [0.946, -2.835, 0.404], [1.469, -0.976, -3.357], [2.998, 0.649, -3.181], [2.284, 1.827, -1.227], [4.102, -0.368, -2.252], [4.408, -0.920, 1.382], [3.712, 1.230, 0.856], [-2.023, -3.903, -0.233], [-3.380, -3.096, 0.705], [-4.291, -3.698, 0.609], [-3.561, -2.074, 0.346], [-3.094, -3.047, 1.763], [-2.548, -3.291, -1.886], [-3.489, -3.765, -2.194], [-1.760, -3.542, -2.604], [-2.665, -2.191, -1.863], [-2.680, -5.619, -0.289], [-2.035, -6.239, -0.922], [-3.707, -5.627, -0.686], [-2.672, -6.051, 0.719], [-0.079, 3.234, -2.662], [0.614, 4.896, -2.993], [0.565, 5.132, -4.063], [1.669, 4.846, -2.667], [0.084, 5.643, -2.384], [-0.041, 2.338, -4.258], [0.879, 1.729, -4.268], [-0.033, 3.023, -5.116], [-0.908, 1.666, -4.312], [-1.871, 3.454, -2.341], [-2.373, 3.954, -3.186], [-1.954, 4.057, -1.422], [-2.338, 2.465, -2.148], [-3.153, 0.176, -0.693], [-2.069, -0.384, -0.849], [-1.005, 0.464, -0.881]], "mulliken_charge": [0.30, 0.32, 0.11, 0.93, 0.74, 0.00, -1.48, 0.34, 0.19, 0.32, -1.21, 0.44, 0.07, 0.34, -1.63, 0.34, 0.28, 0.30, -1.06, 0.34, 0.38, 0.04, -1.03, 0.39, 0.35, 0.16, 0.23, 0.08, -1.18, -1.33, 0.27, -0.75, -0.99, -0.99, 0.47, 0.56, 0.40, 0.37, 0.20, 0.72, 0.41, 0.44, 0.81, 0.29, 0.45, 0.71, 0.42, -1.06, 0.45, 0.28, 0.25, -1.03, 0.44, 0.33, 0.21, -1.26, 0.38, 0.37, 0.37, 0.82, -1.27, 0.39, 0.34, 0.35, -1.18, 0.18, 0.44, 0.30, -1.03, 0.44, 0.25, 0.13, -0.46, 0.33, -0.61]}

---

[7]
{"formula": "C4H8N2OS", "method": "the ωB97M-V functional and the def2-TZVPD basis", "e_above_lowest_kj_mol": 183.7, "spin_multiplicity": 1, "e_tot_ha": -740.092050, "fmax_ev_per_a": 2.4, "homo_energy_ev": -8.85, "orbital_gap_ha": 0.3505, "smiles": "C=NN[C@H](C)C(=O)S", "species": ["C", "N", "N", "C", "C", "C", "O", "S", "H", "H", "H", "H", "H", "H", "H", "H"], "positions_angstrom": [[-2.130, -1.336, -0.636], [-0.897, -0.904, -0.639], [-0.310, -0.598, 0.529], [0.604, 0.511, 0.519], [0.068, 1.836, -0.021], [1.835, 0.059, -0.298], [2.316, 0.778, -1.099], [2.572, -1.529, -0.029], [-2.491, -1.776, -1.554], [-2.842, -1.262, 0.192], [-0.882, -0.794, 1.359], [1.001, 0.604, 1.532], [-0.776, 2.185, 0.616], [0.835, 2.597, 0.132], [-0.308, 1.755, -1.047], [1.405, -2.128, 0.443]], "nbo_charge": [-0.18, -0.22, -0.45, -0.16, -0.62, 0.43, -0.53, -0.04, 0.19, 0.16, 0.36, 0.23, 0.21, 0.23, 0.24, 0.16]}

---

[8]
{"formula": "CH3PS", "method": "the ωB97M-V functional and the def2-TZVPD basis", "e_above_lowest_kj_mol": 312.7, "spin_multiplicity": 1, "e_tot_ha": -779.295214, "fmax_ev_per_a": 4.5, "homo_energy_ev": -8.65, "orbital_gap_ha": 0.2895, "species": ["C", "P", "S", "H", "H", "H"], "positions_angstrom": [[0.438, 0.547, 0.307], [-0.114, -1.063, -0.154], [0.965, 1.133, 1.668], [1.006, 1.086, -1.223], [-1.023, -0.750, -1.220], [-1.272, -0.952, 0.623]], "nbo_charge": [-0.63, 0.39, 0.18, 0.08, 0.00, -0.02]}